18
Properties=species:S:1:pos:R:3:forces:R:3 method="wB97M-V/def2-TZVPD" e_homo_ha=-0.333 gap_ev=9.31
N -3.577433 0.942500 -0.517052 -0.388 3.558 -1.616
O 2.466986 -3.391762 1.623951 0.007 0.174 -0.093
H -1.467145 -0.428929 -0.307478 -0.034 0.184 0.107
H -3.379440 -0.192855 -2.175991 -0.065 0.671 -1.154
C -2.232489 1.481066 -0.521933 1.178 -3.035 0.713
H 1.967992 -4.194941 1.799470 0.100 0.022 0.022
H 2.986833 1.067166 0.209620 0.444 -0.334 0.394
H -0.163165 0.797410 -0.268532 0.292 0.902 -0.240
H 3.344876 -3.518826 1.997019 -0.075 -0.096 0.028
H -2.044900 2.544124 -0.661687 -0.835 -0.099 0.143
O 2.041631 -0.617307 0.418282 -0.179 0.062 -0.137
C -1.214607 0.632287 -0.374700 -0.525 -0.817 0.184
H -4.996201 0.961195 -1.988433 0.291 -1.825 0.398
H 1.081635 -0.589672 0.399521 -0.003 -0.142 0.090
H 3.701127 2.275375 -0.311785 0.311 0.121 0.112
C -4.020986 0.516591 -1.643242 0.047 0.533 1.423
O 3.796988 1.587132 0.355796 -0.561 0.214 -0.453
H 2.264857 -1.502669 0.731996 -0.005 -0.092 0.079

18
Properties=species:S:1:pos:R:3:forces:R:3 method="wB97M-V/def2-TZVPD" e_homo_ha=-0.318 gap_ev=9.20
C -1.045372 -0.981760 -1.821674 -2.454 1.273 -3.513
H 1.385174 -0.735861 -0.694711 1.682 0.275 1.756
O 2.278547 -0.388887 -0.266969 -2.258 -0.614 -2.298
H 2.590089 0.048335 -1.080082 0.475 0.125 0.703
H -0.306017 -1.166695 1.364904 -0.445 -1.261 -1.985
N -0.386964 -1.559380 -0.722552 0.390 2.677 -1.251
H -1.151309 2.385454 1.635559 -0.292 -1.248 -0.785
H -0.016079 1.481518 1.742084 0.406 -0.794 -0.290
H -1.649127 0.813606 -2.964024 -0.172 -0.387 0.571
O -0.886620 1.485011 1.304573 -0.225 1.966 0.996
C -0.926986 -1.473597 0.393389 2.809 0.280 4.611
C -1.375948 0.422349 -1.977971 1.693 -3.768 2.061
H -1.326134 -1.770919 -2.681027 0.954 2.132 1.662
H -1.850271 -1.782766 0.775192 -2.483 0.388 -0.663
O 1.725499 1.045639 2.039935 0.160 -0.524 -1.465
H 1.997027 0.451625 1.280344 -0.455 0.909 0.208
H -1.196289 1.123995 -1.085485 -0.172 -1.147 -1.570
H 2.140780 0.602334 2.758515 0.389 -0.282 1.253

18
Properties=species:S:1:pos:R:3:forces:R:3 method="wB97M-V/def2-TZVPD" e_homo_ha=-0.351 gap_ev=10.19
N -0.572279 -0.487450 0.314505 -0.124 -0.268 1.133
H -0.106911 1.078024 -2.640936 -0.508 0.973 -0.185
H -0.375739 -0.319636 1.363520 -0.280 0.404 -2.623
C -0.202159 0.173520 -2.086932 1.409 -0.956 -0.896
H 0.166125 1.311015 2.506866 0.502 2.632 -2.553
H 3.317276 -0.130040 0.174067 0.386 -1.483 -0.912
C -1.837585 -1.257806 0.232694 -1.280 6.030 -4.016
H -2.614228 -0.471892 0.481988 0.257 -1.013 0.175
O 0.099001 0.665611 3.140089 -1.302 -1.988 2.664
H -1.057820 -0.368207 -2.387956 -0.980 -0.544 -0.491
O 0.488887 1.461579 -0.263706 -1.461 -0.492 0.121
C -0.185192 0.489350 -0.613121 2.554 -0.454 1.190
O 2.946132 0.706473 0.020407 2.537 0.317 6.784
H -1.918793 -1.968517 0.912369 0.052 -3.564 2.703
H 0.743240 0.010298 2.937929 1.055 -0.562 -0.131
H -2.190276 -1.487862 -0.808849 1.028 -0.500 0.952
H 0.709477 -0.384701 -2.558845 -1.329 0.468 1.761
H 2.590839 0.980239 -0.724092 -2.518 0.999 -5.674

19
Properties=species:S:1:pos:R:3:forces:R:3 method="wB97M-V/def2-TZVPD" e_homo_ha=-0.339 gap_ev=9.25
O -1.659525 -1.640349 1.708252 -0.050 -0.238 0.149
H -0.171544 -2.244171 -0.797862 0.067 0.011 0.276
H -2.071389 -0.922350 -0.651243 -0.227 0.052 -0.321
O 0.425099 2.674723 -0.159956 -0.042 0.079 -0.072
N -0.903199 0.465726 1.970382 0.358 0.810 -0.446
H 0.877788 -1.036835 -0.047143 0.107 -0.022 0.006
H 1.754127 1.324496 0.486704 0.054 -0.007 -0.014
H 0.705313 0.513304 -2.382009 -0.016 -0.109 0.231
H 0.383547 3.118861 -1.015933 -0.016 -0.026 0.140
H 1.778101 0.379438 1.678263 0.128 0.126 0.009
H -0.649615 1.310576 1.480502 -0.031 0.046 0.265
C -1.193632 -0.420421 -0.267060 0.064 -0.138 -0.325
H -1.191036 0.616708 -0.618084 0.089 -0.128 0.268
C 0.049876 -1.178538 -0.736767 0.066 0.073 -0.325
H 0.880253 3.286162 0.432102 0.007 0.013 -0.066
H -0.958716 0.464065 2.970250 -0.064 -0.161 0.154
C -1.291875 -0.589326 1.226594 -0.278 -0.281 0.205
S 0.601848 -0.826461 -2.428984 -0.098 0.067 -0.202
O 2.295016 1.072210 1.246655 -0.118 -0.166 0.069

19
Properties=species:S:1:pos:R:3:forces:R:3 method="wB97M-V/def2-TZVPD" spin_multiplicity=2 e_homo_ha="-0.145 / -0.145" gap_ev="7.26 / 5.73" total_charge=-1
H -0.698738 1.290184 -1.780906 -0.834 -0.922 0.787
H 0.873604 -0.770874 0.559899 -1.598 0.562 0.642
C 0.229377 -0.119440 1.220768 -2.062 -1.027 2.909
H -2.291515 -2.472193 -0.712077 -0.144 -0.573 -0.021
H 0.083423 0.865247 0.821586 0.433 0.538 -0.751
O 0.855229 -0.001351 2.512862 -0.046 0.212 -0.963
N -2.431823 -1.498516 -0.567434 -1.149 2.570 -0.574
H -3.406601 -1.110199 -0.650834 1.671 -0.843 0.103
C -1.492782 0.650313 -1.317319 0.900 0.031 -0.698
C -1.351986 -0.752751 -1.115980 1.860 -3.364 0.106
O -0.318305 -1.455543 -1.333251 -1.930 1.828 -0.272
H -2.471188 0.978651 -1.068088 -0.533 0.927 0.104
H 2.282197 0.810288 -0.253728 -0.620 -0.322 0.190
O 1.655189 0.645645 -1.032839 0.185 3.657 0.349
H -0.935458 -0.385448 1.516056 2.756 -0.431 -1.179
H 1.655537 0.544946 2.217696 0.206 -0.130 0.498
H 3.524565 1.540340 1.163788 0.297 0.032 0.330
H 1.647344 -0.144277 -1.485721 0.399 -2.790 -0.868
O 2.591932 1.384977 1.305523 0.209 0.045 -0.691

20
Properties=species:S:1:pos:R:3:forces:R:3 method="wB97M-V/def2-TZVPD" e_homo_ha=-0.357 gap_ev=10.09
O 0.240272 -1.512195 1.456976 -0.676 0.857 -1.893
H -0.079716 -1.725362 0.505893 0.363 0.289 1.788
H 1.759707 1.260082 0.391890 -1.339 -1.940 1.219
H -2.126190 3.509489 -0.281099 1.575 -1.817 0.786
H -1.089809 0.676183 -0.295615 -1.404 -1.293 -3.981
H -1.439535 -1.649869 -1.229442 -1.414 0.674 -0.668
O 1.386984 0.009382 2.655898 -2.266 -0.248 -2.918
N 1.134954 0.393415 0.388282 0.202 2.344 -0.496
O -1.714529 2.656875 0.079011 -0.341 1.337 -0.267
H 2.052335 -0.193585 -1.321197 2.062 0.425 -1.190
O -0.839474 -2.358851 -1.084877 2.641 1.278 1.385
H -0.732156 2.670566 0.114020 -1.129 0.852 -0.163
H -1.033474 -3.237566 -1.255186 -1.436 -2.084 -0.664
H -0.040395 0.479087 -2.975212 0.327 -0.477 0.260
O -1.268352 0.351600 -1.338631 0.763 0.876 3.866
H 0.777613 -1.175986 -0.866533 0.014 1.043 -0.822
C 0.845540 -0.304245 1.567645 3.606 -0.391 2.261
H 0.069891 1.789617 -1.811493 0.586 -0.234 -0.003
C -0.013262 0.693074 -1.904059 0.812 -0.774 1.653
C 1.084027 -0.110673 -0.970421 -2.946 -0.718 -0.151

17
Properties=species:S:1:pos:R:3:forces:R:3 method="wB97M-V/def2-TZVPD" e_homo_ha=-0.314 gap_ev=9.35
H 3.585249 -0.027895 -0.774363 -0.053 0.021 -0.237
H 2.301397 -2.156043 1.301673 0.159 -0.093 -0.007
O 2.861522 -0.373547 -1.317784 -0.214 -0.174 0.461
C -1.851978 0.297083 1.214861 0.156 -0.125 0.144
C 2.017414 -1.022421 -0.374572 0.499 -0.319 -0.273
H -0.841241 0.691858 1.217683 0.132 0.212 0.022
S -2.447921 0.136298 -0.472621 -0.075 0.054 -0.184
H -2.256433 1.962030 -2.017492 0.010 0.201 0.205
H 1.340292 -1.676313 -0.930609 0.021 0.218 -0.243
C -2.538031 1.890456 -0.967356 0.000 -0.375 0.723
H -3.542491 2.257409 -0.784410 -0.156 0.077 -0.267
H 1.414888 -0.293369 0.163233 -0.007 0.046 0.313
H -1.788737 -0.710196 1.629789 -0.168 0.045 -0.012
N 2.868160 -1.784920 0.546323 -0.465 0.432 -0.295
H -2.489540 0.910822 1.853716 -0.046 -0.084 -0.128
H 3.250101 -2.554447 0.006483 0.037 -0.121 0.274
H -1.882647 2.453198 -0.294560 0.171 -0.015 -0.495

17
Properties=species:S:1:pos:R:3:forces:R:3 method="wB97M-V/def2-TZVPD" e_homo_ha=-0.328 gap_ev=9.70
S -1.370412 -1.995152 -1.459073 -0.787 -0.747 0.434
H -1.602140 0.417782 -1.189261 0.175 -1.056 -0.022
H -0.871108 0.171727 0.753529 0.807 -0.418 0.417
H 0.268704 -1.107285 0.466385 1.408 0.483 0.194
H -0.252912 -0.045395 -2.038929 0.781 -0.311 -0.664
C 0.013687 -0.101803 0.121264 -3.972 -0.722 -0.026
H 0.027635 2.732762 2.275173 0.210 -0.616 0.101
H 2.570289 1.842499 0.960670 -0.251 -1.184 -0.292
H 0.499617 1.248674 2.426406 -0.336 1.075 0.223
C -0.801504 -0.371307 -1.175451 0.153 2.976 -0.035
H 2.869957 1.045640 -0.540744 -0.418 -0.693 0.979
C 2.285532 0.876965 0.420443 1.793 4.270 -1.307
N 0.845924 1.057764 0.087562 1.949 -0.954 0.105
H 2.834271 0.135773 0.966422 -1.036 -1.266 0.351
H -2.232297 -1.956675 -0.414595 0.128 -0.318 -0.315
O 0.249848 2.052179 2.931388 0.089 -0.387 -0.233
H 0.933886 1.422189 -0.855471 -0.691 -0.131 0.092

17
Properties=species:S:1:pos:R:3:forces:R:3 method="wB97M-V/def2-TZVPD" e_homo_ha=-0.317 gap_ev=9.34
C 0.820633 2.054831 -1.925581 2.116 0.622 -0.274
H 0.323541 -1.999386 3.630935 0.581 -0.003 0.447
N -0.393098 1.704980 -2.600127 -0.718 -3.336 -0.240
H -1.971178 -0.915199 1.884804 -0.068 0.175 0.222
S 0.160122 -1.925146 1.266544 -0.341 0.762 0.030
C 0.586195 -1.216344 2.931497 -2.160 -0.042 -0.595
H 1.588691 -0.837780 2.982304 0.497 -0.250 -0.093
H -2.131909 -2.654501 1.546246 -0.197 0.494 -0.504
H 1.777101 0.786599 -3.091133 -0.141 -0.599 -0.281
O 2.028496 1.517247 -2.539760 -0.149 0.911 0.062
H -0.662671 0.725365 -2.227566 0.252 2.116 -0.453
H 1.016548 3.168920 -1.873890 -0.519 -1.196 -0.184
H -0.107084 -0.382099 3.146553 0.395 -0.227 -0.251
H -1.999502 -1.374321 0.204538 0.020 -0.412 -0.102
C -1.703709 -1.703802 1.195598 1.260 -0.474 0.820
H -0.230066 1.423800 -3.600228 0.044 1.170 1.033
H 0.897889 1.626836 -0.930734 -0.872 0.288 0.365

18
Properties=species:S:1:pos:R:3:forces:R:3 method="wB97M-V/def2-TZVPD" e_homo_ha=-0.313 gap_ev=9.03
N 2.757094 1.845381 -0.342074 -0.636 0.456 -0.963
H 3.642787 1.584842 0.039542 -0.146 0.295 0.830
H 1.589440 -0.243373 -0.215811 -0.524 -0.008 1.326
H 0.196273 -2.717207 -2.974696 -0.075 -0.020 -0.032
H 0.205436 0.053317 -1.029394 -0.537 0.334 0.413
O -0.022234 -1.797391 -3.151802 -0.737 0.122 -0.613
H -0.551724 1.885966 0.560449 0.218 0.061 -0.068
S -0.371238 -1.068970 1.011207 0.592 -1.138 -0.452
H 2.013135 2.892357 1.258520 -0.192 0.673 0.002
H 2.553685 1.265210 -1.148378 -0.124 0.463 0.287
H 0.649679 1.321831 1.757527 -0.539 0.051 -1.017
H 1.325321 3.369386 -0.382020 -0.194 -0.295 0.716
H -0.767980 -1.818682 -3.792203 0.815 -0.064 0.688
C 0.562088 0.119674 0.014388 -0.193 0.057 -1.617
H -2.882515 -1.391134 -0.373721 0.960 -0.312 -0.088
S -2.355668 -0.792816 0.726654 -0.910 0.968 0.418
C 1.609965 2.557308 0.313168 0.962 -2.392 -1.335
C 0.465638 1.493545 0.654837 1.259 0.750 1.503

18
Properties=species:S:1:pos:R:3:forces:R:3 method="wB97M-V/def2-TZVPD" e_homo_ha=-0.318 gap_ev=9.29
N -0.129504 -1.664930 -0.108268 -0.243 0.505 -1.155
H 2.315612 2.209776 5.376708 0.104 0.010 -0.014
O 3.265678 2.337376 5.477192 -0.068 -0.048 0.229
C -0.959367 -0.646167 -0.799656 -0.362 0.569 1.337
H -0.659469 -2.519612 -0.009669 0.028 -0.183 -0.046
H -2.812119 -1.456057 -0.041932 0.069 -0.062 0.181
H -2.656630 -1.688998 -1.769448 0.037 -0.082 -0.249
C -2.436291 -1.003026 -0.956558 0.148 -0.315 -0.132
C -0.337553 -0.007759 -2.030133 -0.492 2.130 -0.490
H -1.041121 0.197673 -0.111916 0.300 0.042 0.226
H 0.623027 -1.841831 -0.760554 0.328 -0.490 0.334
S 2.073789 1.530424 -0.790458 -0.246 0.006 0.361
S 0.257029 1.741506 -1.777440 1.095 -0.914 0.022
H 0.378196 -0.523413 -2.670187 -0.074 -0.305 0.316
H 3.437301 2.174018 6.413721 -0.032 0.038 -0.217
H -1.115595 0.424604 -2.680974 -0.307 -1.095 -0.199
H 2.793904 0.816181 -1.673922 -0.169 0.194 -0.278
H -2.996886 -0.079765 -1.086506 -0.115 -0.001 -0.227

16
Properties=species:S:1:pos:R:3:forces:R:3 method="wB97M-V/def2-TZVPD" e_homo_ha=-0.448 gap_ev=7.43 total_charge=+1
H 1.759762 -1.721497 -0.861227 0.588 -0.591 -2.182
C 1.227313 -1.364759 -0.044879 -0.734 -0.644 3.602
H 1.524781 1.395480 -1.106083 2.083 0.617 1.564
H -2.371916 1.462681 -1.125134 -0.673 -0.096 1.264
C -2.442548 0.958817 -0.124025 1.501 -1.051 -1.802
H 0.946748 0.593474 2.489289 -1.895 0.164 2.795
N 0.800598 0.754350 -1.274698 -1.923 -1.300 -0.798
H 1.171409 0.151506 -2.065057 -1.136 1.311 0.295
H 0.455476 0.637821 3.220685 1.883 -0.158 -2.768
H -3.338213 0.753327 0.407153 -0.970 0.387 0.066
H -1.418340 -1.250760 1.171643 -0.390 1.113 -1.784
H 0.056963 1.469807 -1.444001 0.214 -1.168 -0.901
H 0.715390 -2.340180 0.436780 1.276 2.510 -0.757
C 0.278408 -0.230959 -0.226771 0.292 -0.006 -1.350
H 2.036226 -0.913513 0.600295 -0.642 -1.060 -0.024
P -1.402061 -0.355590 -0.053973 0.526 -0.028 2.780

Energy relative to the best compared isomer or geometry (same formula, charge and spin), respectively: 93.0 95.0 57.4 0.7 23.3 53.1 17.1 46.3 31.3 27.5 18.0 164.5 kcal per mole.
Largest force on an atom, respectively: 3.9 5.4 7.4 1.0 3.8 4.4 0.8 4.8 3.4 2.9 2.2 3.7 eV/Å.